(1)
Molecular formula: C37H37Cl2F4N6O4SV
Method: DFT, the ωB97M-V functional and the def2-TZVPD basis

Last column: Löwdin charge in e.
Cartesian coordinates (Å):
V: -0.0823 1.4104 0.7951  0.953
Cl: -1.0213 2.7089 -2.3224  0.682
Cl: -6.3540 3.0037 -3.2185  0.593
S: -0.9037 -2.3309 -1.5908  0.705
F: -0.6164 5.1947 4.2252  0.080
F: 3.1608 2.9580 5.9166  0.069
F: 2.6477 0.8498 4.3909  0.068
F: -1.2148 3.0438 2.7212  0.066
O: -1.8269 1.1853 0.0159  -0.275
O: 2.3883 3.0305 0.7186  0.033
O: 1.8348 -0.9259 -1.4491  0.021
O: -3.4607 -0.0258 1.6015  -0.109
N: 3.6823 1.9549 -0.8693  0.152
N: -1.6422 -1.4744 3.0070  -0.172
N: -2.6383 -4.3206 -1.7760  -0.081
N: -3.3549 -2.3098 -2.6351  -0.041
N: 0.2497 0.8049 2.7219  -0.097
N: 1.7330 1.0390 -0.2209  0.070
C: 0.6375 1.8235 3.5320  -0.195
C: 3.0800 2.2119 -3.6280  -0.022
C: 4.8109 -0.1612 -1.3334  -0.144
C: 3.6163 0.7304 -1.6349  -0.275
C: -2.8597 -1.2686 5.1503  -0.081
C: 2.8420 2.3846 -4.9855  -0.085
C: -0.1338 3.0070 3.5372  -0.161
C: -2.6066 -2.1801 2.1722  -0.161
C: 5.8750 -1.9400 -0.1043  -0.077
C: 3.4239 0.9628 -3.1276  -0.151
C: 6.0332 0.1226 -1.9383  -0.035
C: 2.2699 0.1453 -1.0876  -0.443
C: 1.7720 1.8814 4.3674  -0.145
C: 7.0901 -1.6473 -0.7047  -0.102
C: -2.3658 -2.9966 -2.0339  -0.872
C: 3.5068 -0.1185 -4.0018  -0.023
C: 2.9374 1.3083 -5.8533  -0.101
C: 3.2667 0.0542 -5.3551  -0.079
C: -4.9927 2.5085 -2.2294  -0.698
C: -5.2365 1.8479 -1.0362  -0.112
C: -3.7142 2.7875 -2.6614  -0.177
C: -4.5198 0.8752 1.0899  -0.069
C: -3.5998 -5.0914 -2.5394  -0.106
C: -3.0825 -1.2979 1.0367  -0.119
C: 7.1669 -0.6105 -1.6248  -0.088
C: -3.3099 -0.8818 -2.9173  -0.071
C: 0.1775 4.1104 4.2897  -0.225
C: 2.0579 2.9873 5.1396  -0.226
C: 2.5927 2.1032 -0.0522  -0.575
C: -2.6710 2.3503 -1.8505  -0.584
C: -1.7074 -1.9154 4.3972  -0.250
C: -4.1896 1.4250 -0.2065  -0.210
C: -2.8496 1.6474 -0.6594  -0.403
C: -0.2917 -1.5596 2.4417  -0.172
C: 4.7405 -1.2020 -0.4157  -0.006
C: 0.6959 -0.5440 3.0021  -0.230
C: 1.2796 4.1253 5.1268  0.042
H: -0.3627 -1.4195 1.3584  0.093
H: 0.8259 -0.7013 4.0776  0.102
H: 2.5689 3.3629 -5.3604  0.099
H: -3.3833 -5.0997 -3.6129  0.087
H: -2.7393 -0.1843 5.1505  0.078
H: -5.4374 0.2879 1.1121  0.067
H: 1.6694 -0.7708 2.5455  0.115
H: 8.1097 -0.3760 -2.1033  0.097
H: -3.4679 -2.4471 2.7887  0.118
H: -3.5895 -6.1149 -2.1707  0.080
H: 5.8042 -2.7498 0.6108  0.100
H: -1.7914 -4.8003 -1.5158  0.092
H: -2.2787 -0.5476 -2.8485  0.048
H: 0.1201 -2.5720 2.5949  0.129
H: -2.3232 -1.0951 0.2843  0.056
H: 1.5267 4.9895 5.7233  0.124
H: 3.3267 -0.7960 -6.0230  0.099
H: 6.0912 0.9183 -2.6724  0.119
H: 4.4821 2.5582 -0.8054  0.156
H: 3.7935 -1.4496 0.0461  0.114
H: -0.7757 -1.6366 4.8869  0.105
H: -4.6148 -4.7171 -2.3904  0.072
H: -2.2070 -3.1144 1.7489  0.130
H: -6.2594 1.6732 -0.7250  0.102
H: -3.6868 -0.6985 -3.9237  0.089
H: 2.7453 1.4418 -6.9104  0.095
H: -3.5216 3.3207 -3.5800  0.091
H: -2.8844 -1.6138 6.1853  0.070
H: 3.7421 -1.0997 -3.6107  0.124
H: 7.9721 -2.2260 -0.4609  0.095
H: -3.9759 -1.7127 0.5691  0.138
H: -3.0386 0.1517 2.4563  0.151
H: -1.7743 -3.0147 4.4564  0.119
H: -4.2410 -2.7668 -2.7638  0.111
H: -3.9044 -0.3094 -2.2030  0.074
H: -3.8271 -1.5015 4.7016  0.063
H: 2.9833 3.0495 -2.9499  0.113

The calculation puts the HOMO energy (spin up / spin down) at -0.1287 / -0.1352 Eh. The calculation puts the total energy at -4723.73190 Eh. The value obtained for the frontier orbital gap (spin up / spin down) is 0.206 / 0.212 hartree. As for the relative energy (zero: lowest compared OMol25 entry of this formula, charge and spin): 5.363 eV. Its total charge is -1. The spin multiplicity is 4.

***

(2)
Molecular formula: C31H76Cu2N5O13
Method: DFT, the ωB97M-V functional and the def2-TZVPD basis

Last column: Löwdin charge in e.
Cartesian coordinates (Å):
Cu: -1.8713 3.8564 -1.7396  0.499
Cu: -1.9720 -1.0855 -3.0882  0.563
O: -1.8036 -2.8076 -1.7343  -0.232
O: 4.3156 -3.1844 0.6572  -0.191
O: 0.7419 0.5822 -0.2097  0.069
O: 1.5155 1.6373 4.3143  -0.181
O: 4.8386 0.3707 -2.8074  -0.166
O: -3.3886 -4.8313 6.9055  -0.205
O: 3.6323 4.4391 2.3165  -0.202
O: -3.8728 2.8490 -1.5496  -0.248
O: -0.6001 2.1182 -1.0783  0.014
O: -1.1042 -1.2101 -5.8658  -0.208
O: -1.0955 -2.0918 2.9945  -0.172
O: -1.0029 0.0156 -1.3475  -0.006
O: -0.4131 5.2807 -3.0141  -0.207
N: -1.5964 -4.6913 4.6759  0.211
N: 0.1523 -1.8908 -3.3847  -0.056
N: 1.7527 2.5120 1.5976  -0.060
N: 2.2292 -1.6324 -1.1938  0.150
N: -3.3866 5.2983 -2.6804  -0.071
C: -0.9053 -3.4655 2.6906  -0.187
C: 0.4227 1.4368 3.3983  -0.198
C: -2.6731 -5.9727 6.4402  -0.178
C: 2.1510 -2.7649 -0.2502  -0.115
C: -1.2737 6.3650 -3.3536  -0.215
C: 2.9943 -2.7223 1.0080  -0.172
C: -4.1492 1.6890 -0.7983  -0.082
C: -1.8979 -1.6706 -6.9639  -0.089
C: -0.0023 -3.3473 -3.3520  -0.148
C: -0.3773 -4.2859 3.9145  -0.051
C: 2.6814 4.8311 1.3267  -0.214
C: 5.1538 -3.5226 1.7886  -0.055
C: -5.0343 3.5617 -2.0690  -0.157
C: -1.3644 -5.3626 5.9234  -0.123
C: -0.3654 0.9302 -0.8359  -0.827
C: 4.9776 1.6036 -3.4487  -0.101
C: 0.5243 2.6095 2.4119  -0.170
C: 3.5642 -1.3737 -1.6903  -0.075
C: 4.0390 5.5284 3.1955  -0.059
C: -4.6279 4.6133 -3.0484  -0.182
C: -2.6975 -3.3466 -0.7169  -0.044
C: 1.4500 0.8879 5.4982  -0.111
C: 0.1925 -1.8392 -5.9022  -0.160
C: 3.5272 -0.0081 -2.3991  -0.181
C: 1.9851 3.6249 0.6766  -0.188
C: -1.4182 -1.2848 1.9166  -0.107
C: 0.9378 5.7695 -2.8320  -0.068
C: -2.6612 5.9043 -3.8389  -0.158
C: 0.8928 -1.4562 -4.5422  -0.173
C: -0.8571 -3.8330 -2.1530  -0.163
C: -4.4901 -5.0677 7.8140  -0.047
H: 3.1499 0.7634 -1.7278  0.126
H: 0.9715 -3.8310 -3.2747  0.126
H: -3.2231 -6.5231 5.6769  0.134
H: 2.6009 -3.4653 1.7018  0.123
H: 6.2133 -3.6214 1.5523  0.102
H: 0.6026 1.2274 6.0938  0.092
H: 4.2843 -1.1676 -0.8985  0.166
H: -3.6863 6.1182 -2.1723  0.127
H: 0.4456 3.5636 2.9331  0.132
H: 0.5978 0.5077 2.8560  0.098
H: -0.5736 1.3870 3.8376  0.125
H: 2.3520 0.9535 6.1068  0.096
H: 4.6671 2.4970 -2.9068  0.090
H: 1.9349 5.5152 1.7302  0.114
H: -5.1191 -5.8323 7.3580  0.097
H: 4.5474 5.1417 4.0787  0.091
H: -5.8289 2.8771 -2.3659  0.135
H: -1.0386 6.8690 -4.2911  0.130
H: -0.4671 -3.8293 -4.2122  0.125
H: 0.3073 -3.6715 4.4993  0.160
H: -5.4614 4.1057 -1.2265  0.130
H: -1.6135 -0.2488 2.1935  0.097
H: -0.3648 2.4962 1.7915  0.108
H: 3.2148 5.4092 0.5721  0.121
H: 1.1006 -2.6964 0.0329  0.106
H: -4.2094 -5.3404 8.8313  0.096
H: -4.6735 1.9027 0.1331  0.097
H: -0.6607 -6.1901 5.8336  0.145
H: 4.7627 6.1531 2.6720  0.087
H: -0.5966 -1.2935 1.2004  0.078
H: 1.3825 6.1666 -3.7444  0.096
H: -3.1917 1.2739 -0.4836  0.072
H: 3.8364 -2.2094 -2.3350  0.160
H: 0.9310 1.3086 0.3889  0.053
H: 0.9486 -0.3689 -4.4902  0.125
H: -2.4341 5.1397 -4.5819  0.128
H: 2.5632 3.2780 -0.1799  0.103
H: -3.1847 6.6903 -4.3831  0.135
H: 6.0321 1.7571 -3.6783  0.102
H: -0.1392 -3.5521 1.9201  0.107
H: 0.8037 -1.6575 -2.6489  0.071
H: 3.1927 6.1607 3.4639  0.085
H: -1.4484 -4.7052 -2.4321  0.122
H: -5.0146 -4.1286 7.9901  0.096
H: 0.7361 -1.4863 -6.7786  0.136
H: 2.3074 -3.6574 -0.8560  0.146
H: 1.0099 6.6110 -2.1429  0.093
H: 1.0824 3.9368 0.1515  0.105
H: -1.5447 -1.3312 -7.9376  0.098
H: 1.3022 -0.1786 5.3288  0.070
H: -3.5121 -2.6906 -0.4102  0.099
H: 2.9109 -1.7489 1.4913  0.140
H: 2.5526 2.3834 2.2007  0.111
H: 1.9133 -1.8390 -4.5519  0.122
H: 5.1752 -2.6507 2.4423  0.090
H: -2.9184 -1.2880 -6.9495  0.091
H: 0.1547 -5.1700 3.5630  0.143
H: 4.5334 1.6041 -4.4441  0.092
H: 2.9365 0.0177 -3.3148  0.109
H: -3.1682 -4.2579 -1.0860  0.104
H: -4.3705 4.1350 -3.9934  0.124
H: -2.3574 -1.5641 1.4390  0.087
H: -2.0252 -2.7532 -6.9638  0.092
H: -0.8993 -4.7320 6.6812  0.178
H: -2.1430 -3.4985 0.2091  0.053
H: -1.3292 7.1029 -2.5533  0.135
H: -0.2805 -4.3652 -1.3964  0.112
H: 1.6741 5.0561 -2.4616  0.082
H: -2.4717 -6.7164 7.2111  0.142
H: 1.7496 -0.8282 -0.8153  0.099
H: -2.0936 -3.8567 4.9522  0.169
H: -4.7824 1.0265 -1.3884  0.095
H: -5.3879 5.3500 -3.3085  0.142
H: -1.8750 -3.8042 2.3256  0.123
H: 4.8148 -4.3900 2.3550  0.092
H: 0.0228 -2.9124 -5.9894  0.108

The calculation puts the HOMO energy (spin up / spin down) at -0.5219 / -0.5218 Eh. The calculation puts the total energy at -5758.34771 Eh. The value obtained for the frontier orbital gap (spin up / spin down) is 0.292 / 0.102 hartree. As for the relative energy (zero: lowest compared OMol25 entry of this formula, charge and spin): 1.723 eV. Its total charge is +3. The spin multiplicity is 3.

***

(3)
Molecular formula: C3H9N3
Method: DFT, the ωB97M-V functional and the def2-TZVPD basis

Last column: Löwdin charge in e.
Cartesian coordinates (Å):
N: 0.5358 -0.3058 1.5343  0.081
N: -1.0691 0.9976 -2.5870  0.289
N: 0.4168 0.1312 -0.8686  0.113
C: 0.8287 -1.2478 2.7084  0.059
C: 0.5937 -0.6353 0.2535  0.093
C: -0.7604 0.6071 -1.1962  -0.004
H: 1.1692 0.0498 -1.4874  0.171
H: 0.1069 -0.8854 3.4816  0.127
H: 0.7890 -2.3480 2.4731  0.137
H: 1.7894 -0.9748 2.9455  0.070
H: 0.4717 0.6315 1.7519  0.132
H: -1.8877 0.5409 -2.9982  0.204
H: -1.5138 0.5967 -0.5172  0.136
H: -1.2316 2.0317 -2.4030  0.230
H: -0.2385 0.8106 -3.0909  0.162

The calculation puts the HOMO energy (spin up / spin down) at -0.6661 / -0.6852 Eh. The calculation puts the total energy at -283.16117 Eh. The value obtained for the frontier orbital gap (spin up / spin down) is 0.295 / 0.327 hartree. As for the relative energy (zero: lowest compared OMol25 entry of this formula, charge and spin): 4.078 eV. Its total charge is +2.